9 unconnected molecules or ions with the total composition C30H65F3N8O14 in a non-equilibrium geometry, computed with ωB97M-V/def2-TZVPD.

The geometry in XYZ format:
```
120
Properties=species:S:1:pos:R:3
C -3.1872 3.4551 0.2843
C -1.7241 3.9373 -0.3668
O -2.0094 4.5332 -1.7022
C -0.7435 2.6212 -0.4380
O 0.6775 2.9014 -0.1237
O 1.4509 1.9226 -0.5737
C 1.4871 0.8050 0.3841
O 1.8602 1.1042 1.6479
O 1.1685 -0.6035 0.1029
C 0.0497 -0.7051 -0.8927
O -0.3506 -2.0973 -1.1482
C -1.2273 -2.2241 -2.3225
F -2.4267 -3.1044 -2.0597
F -0.4335 -2.9771 -3.3635
F -1.7697 -0.9482 -2.8438
H -3.3114 3.8493 1.4029
H -4.0941 3.8026 -0.4096
H -3.2658 2.2737 0.3585
H -1.1877 4.7096 0.3608
H -1.2803 5.1772 -1.9649
H -1.1165 1.8692 0.4067
H -0.8229 2.1430 -1.5099
H -0.8680 -0.1673 -0.3649
H 0.4392 -0.1256 -1.8453
C 2.3520 1.6139 7.0221
N 1.4058 2.6964 6.8883
C 1.1698 3.4803 5.7971
C 1.9751 3.2179 4.5542
O 0.3211 4.3669 5.8509
H 1.7974 0.7079 7.2784
H 3.0361 1.8598 7.8379
H 2.9230 1.4437 6.1083
H 0.8266 2.9311 7.6874
H 1.6770 3.9194 3.7702
H 3.0389 3.3621 4.7607
H 1.7906 2.2014 4.1969
C 2.3527 3.0410 -5.9892
N 1.4518 2.2790 -5.1568
C 1.7060 1.7012 -3.9475
C 3.0869 1.8528 -3.3711
O 0.8192 1.0814 -3.3654
H 1.9223 4.0348 -6.1343
H 2.4294 2.5376 -6.9560
H 3.3465 3.1364 -5.5496
H 0.5016 2.1354 -5.4817
H 3.1389 1.3408 -2.4064
H 3.8233 1.4020 -4.0416
H 3.3122 2.9108 -3.2135
C -6.1794 -4.3244 -4.2492
N -6.9089 -4.9405 -3.1660
C -6.4126 -5.4934 -2.0219
C -4.9218 -5.4808 -1.8229
O -7.1784 -5.9804 -1.1938
H -6.5284 -3.2939 -4.3507
H -6.4063 -4.8730 -5.1666
H -5.1015 -4.3278 -4.0812
H -7.9203 -4.9852 -3.2308
H -4.6760 -5.9548 -0.8688
H -4.4332 -6.0420 -2.6237
H -4.5562 -4.4508 -1.8015
C 8.0549 2.5324 8.8902
N 6.7445 2.3151 8.3238
C 5.8414 1.3416 8.6364
C 6.2176 0.3476 9.7006
O 4.7606 1.2978 8.0538
H 8.0752 3.5351 9.3240
H 8.7878 2.4752 8.0818
H 8.3038 1.7993 9.6587
H 6.4223 2.9478 7.5992
H 5.4007 -0.3656 9.8403
H 7.1106 -0.2050 9.3969
H 6.3925 0.8631 10.6486
C -6.1646 -1.3585 0.1512
N -5.5675 -0.0688 -0.1041
C -5.8214 1.1169 0.5209
C -6.8462 1.1272 1.6217
O -5.2195 2.1318 0.1788
H -5.3668 -2.0545 0.4214
H -6.6429 -1.6995 -0.7702
H -6.9037 -1.3245 0.9528
H -4.8664 0.0011 -0.8340
H -6.9406 2.1394 2.0242
H -7.8190 0.8192 1.2295
H -6.5331 0.4614 2.4302
C -6.0449 -5.3446 4.8339
N -5.4993 -4.2962 4.0044
C -6.1362 -3.1978 3.5056
C -7.5920 -3.0168 3.8374
O -5.5198 -2.3947 2.8095
H -5.4739 -5.3727 5.7651
H -5.9206 -6.2938 4.3070
H -7.1009 -5.1905 5.0601
H -4.5216 -4.3514 3.7398
H -7.9622 -2.0996 3.3713
H -8.1711 -3.8593 3.4502
H -7.7210 -2.9311 4.9195
C 2.0087 -4.1464 -2.1638
N 3.2627 -4.8388 -1.9812
C 4.0309 -5.4553 -2.9249
C 3.5478 -5.4351 -4.3491
O 5.0809 -6.0034 -2.5986
H 2.1368 -3.1164 -1.8222
H 1.2553 -4.6396 -1.5448
H 1.6803 -4.1458 -3.2040
H 3.6508 -4.8929 -1.0455
H 4.2623 -5.9645 -4.9853
H 2.5803 -5.9386 -4.4228
H 3.4686 -4.4036 -4.7024
C 6.1710 5.3457 -9.2358
N 5.4415 4.7296 -8.1526
C 5.9378 4.1767 -7.0085
C 7.4286 4.1893 -6.8096
O 5.1720 3.6897 -6.1804
H 5.8220 6.3762 -9.3373
H 5.9442 4.7971 -10.1532
H 7.2489 5.3423 -9.0678
H 4.4302 4.6849 -8.2175
H 7.6744 3.7153 -5.8555
H 7.9172 3.6281 -7.6103
H 7.7942 5.2193 -6.7881
```

The value obtained for the frontier orbital gap is 8.7 eV. As for the SMILES: C[C@H](O)COOC(=O)OCOC(F)(F)F.CNC(C)=O.CNC(C)=O.CNC(C)=O.CNC(C)=O.CNC(C)=O.CNC(C)=O.CNC(C)=O.CNC(C)=O. For the total energy, the calculation gives -80895.6553 eV. Its HOMO energy is -8.3 eV.